(1)
Entry from the OMol25 dataset: a structure of composition C5H12CeClInO2 in a non-equilibrium geometry (the ωB97M-V functional and the def2-TZVPD basis).

Last column: Mulliken charge in e.
CARTESIAN COORDINATES (ANGSTROEM)
Ce  -1.1114  1.5967  -0.1363  0.969
Cl  -2.4696  1.1749  2.0075  -0.556
C  -2.6642  1.0905  -1.8302  -1.267
C  -0.2243  3.6230  0.6160  -1.223
H  -2.8961  1.8611  -2.5850  0.327
H  -2.3091  0.1760  -2.3624  0.300
H  -3.6104  0.8235  -1.2949  0.287
H  -0.3491  4.5276  0.0039  0.329
H  0.8573  3.4906  0.8300  0.286
H  -0.7403  3.7912  1.5969  0.277
In  1.3689  -1.3148  -0.0094  0.968
C  2.2151  -1.6158  1.9700  -1.132
C  1.0523  0.3985  -1.2471  -1.264
H  3.2281  -1.1901  1.9787  0.298
H  1.6547  -1.1461  2.7720  0.287
H  2.3246  -2.6918  2.2125  0.263
H  1.8785  1.1377  -1.1433  0.276
H  1.0113  0.0971  -2.2823  0.318
O  -0.2495  -5.0287  -0.7544  -0.564
C  0.1868  -3.9916  -0.2729  0.392
O  -0.2278  -2.7510  -0.4632  -0.584
H  1.0742  -4.0585  0.3937  0.013

Cartesian forces, eV/Å:
Ce 0.906 -1.465 -0.314
Cl -0.512 -0.387 0.975
C -1.114 -0.092 -0.984
C 0.357 1.533 0.626
H -0.165 -0.259 -0.012
H -0.179 0.450 0.256
H 0.452 0.132 -0.404
H 0.142 0.118 0.186
H -0.303 0.115 -0.069
H 0.358 -0.011 -0.588
In -0.699 0.918 -0.298
C 0.599 -0.895 -0.152
C 0.660 -0.351 1.117
H -0.240 -0.028 -0.047
H -0.265 0.106 -0.055
H -0.138 0.527 -0.098
H -0.279 -0.451 0.103
H -0.329 -0.127 -0.434
O 0.076 1.131 0.391
C -0.401 0.101 -0.586
O 1.013 -0.967 0.229
H 0.061 -0.098 0.157

As for the charge: -1. As for the multiplicity: 2. The gap between HOMO and LUMO (alpha / beta) is 6.67 / 6.86 eV.



(2)
Entry from the OMol25 dataset: a cluster of 2 separate species, C2H5NP2 in total in a non-equilibrium geometry (the ωB97M-V functional and the def2-TZVPD basis).

Last column: Mulliken charge in e.
CARTESIAN COORDINATES (ANGSTROEM)
C  0.6973  0.4252  -1.7656  0.531
C  0.3717  -0.0916  -0.5014  -0.350
N  1.0212  0.9947  -2.7311  -0.390
P  -0.3612  -1.6971  -0.4252  -0.132
P  0.9206  0.7255  1.0283  -0.016
H  -1.0416  1.4782  -0.6214  0.091
H  -0.8014  -1.5520  0.8505  0.039
H  -1.5423  -1.1048  -0.9946  0.105
H  1.9583  -0.2167  1.2855  0.064
H  1.6768  1.5319  0.1794  0.058

Cartesian forces, eV/Å:
C 0.952 1.141 -0.989
C -0.883 1.254 0.001
N -0.347 -0.928 0.783
P -0.814 -0.462 -1.586
P 0.263 -0.130 -0.312
H 0.451 -0.771 0.188
H -0.468 0.012 1.323
H 0.088 -0.923 0.099
H 0.115 0.125 0.029
H 0.643 0.684 0.466

As for the charge: 0. The calculation puts the energy above the lowest of the compared OMol25 structures with the same formula, charge and spin at 104.78 kcal per mole. The gap between HOMO and LUMO (alpha / beta) is 7.62 / 8.51 eV.



(3)
Entry from the OMol25 dataset: the molecule C5H7N in a non-equilibrium geometry (the ωB97M-V functional and the def2-TZVPD basis).

Last column: Mulliken charge in e.
CARTESIAN COORDINATES (ANGSTROEM)
H  0.6126  3.2440  -0.9989  0.259
N  0.5189  2.9658  -0.0173  -0.724
C  0.2860  1.7534  -0.0012  0.661
C  0.1782  0.5366  -0.9055  -0.460
C  -0.6252  -0.3899  0.0211  0.470
C  -0.4232  -1.9339  0.0867  -1.470
C  0.1918  0.5827  0.8777  -0.615
H  1.1117  0.2544  -1.3438  0.237
H  -1.7549  -0.0708  0.0505  0.213
H  -0.6119  -2.2903  1.0816  0.370
H  0.5732  -2.2188  0.0308  0.390
H  -0.9309  -2.6243  -0.5212  0.395
H  0.8736  0.1911  1.6396  0.274

Cartesian forces, eV/Å:
H -0.016 0.271 0.330
N 0.428 1.553 -0.361
C -1.351 -3.417 0.045
C 0.695 0.270 3.077
C -2.747 1.123 -0.363
C -0.003 1.869 1.611
C -0.039 -0.597 -1.605
H 0.269 -0.550 -0.623
H 2.040 -0.984 -0.286
H -0.689 0.157 0.828
H 2.313 -0.051 -0.641
H -1.182 -0.034 -1.355
H 0.283 0.389 -0.657

As for the charge: 0. The calculation puts the energy above the lowest of the compared OMol25 structures with the same formula, charge and spin at 85.90 kcal per mole. Its structure (SMILES) is [H]/N=C1\[C@@H]2[C@@H](C)[C@H]12. The gap between HOMO and LUMO is 9.47 eV.



(4)
Entry from the OMol25 dataset: a structure of composition C16H25AlN4O2S2 in a non-equilibrium geometry (the ωB97M-V functional and the def2-TZVPD basis).

Last column: Mulliken charge in e.
CARTESIAN COORDINATES (ANGSTROEM)
Al  0.0871  -0.5810  -0.3483  -1.383
C  -0.4443  -3.2745  0.2728  -0.900
N  -0.5670  -2.3585  -0.9139  0.437
C  -1.9084  -2.4203  -1.5465  -0.861
C  0.5193  -2.6564  -1.9583  -0.586
C  1.9197  -2.2337  -1.4819  -0.728
N  1.9810  -0.8435  -0.9108  0.489
C  2.4324  0.1278  -1.9181  -1.116
C  2.9561  -0.7726  0.2076  -1.039
H  -0.6085  -4.3275  -0.0674  0.388
H  -1.1658  -2.9557  1.0387  0.343
H  0.6002  -3.1893  0.6642  0.358
H  -2.0539  -3.4345  -1.9796  0.401
H  -2.0069  -1.6452  -2.3102  0.323
H  -2.6455  -2.2341  -0.7706  0.370
H  0.3454  -2.0952  -2.8909  0.398
H  0.5881  -3.7333  -2.2380  0.419
H  2.6052  -2.3497  -2.3350  0.343
H  2.2128  -2.9007  -0.6444  0.453
H  3.3888  -0.1786  -2.3072  0.462
H  2.5167  1.0853  -1.3742  0.383
H  1.7749  0.2238  -2.7878  0.393
H  3.9564  -1.0449  -0.2228  0.428
H  2.7197  -1.4105  1.0381  0.372
H  2.9819  0.2584  0.5777  0.402
O  -1.4444  3.1401  2.7771  -0.619
C  -1.1111  2.1786  3.5839  0.512
C  -1.3878  2.3703  4.9470  -0.835
C  -0.9733  1.3420  5.8242  -0.387
C  -0.4504  0.1416  5.2890  -0.715
C  -0.1627  -0.0176  3.9483  -0.532
C  -0.4887  1.0016  3.0652  0.276
C  -0.4008  0.7364  1.6755  1.012
O  0.1114  -0.4910  1.3587  -0.012
N  -0.7191  1.6289  0.7785  -0.983
N  -0.6591  1.0887  -0.5744  0.926
C  -0.8753  1.9114  -1.6771  0.320
S  -0.8896  1.0492  -3.1642  -0.045
C  -1.5040  2.4221  -4.2005  -0.697
C  -1.0260  3.7087  -3.5278  -0.619
S  -1.0788  3.6003  -1.7263  0.065
H  -1.2773  2.8911  1.8056  0.515
H  -1.7366  3.3053  5.3688  0.428
H  -0.9317  1.4071  6.9160  0.398
H  -0.2038  -0.6655  5.9920  0.363
H  0.2514  -0.9545  3.6139  0.493
H  -2.5795  2.3594  -4.2189  0.365
H  -1.0735  2.3378  -5.1616  0.436
H  -1.6336  4.5459  -3.7860  0.453
H  0.0589  3.9061  -3.7005  0.334

Cartesian forces, eV/Å:
Al 0.494 -0.734 -0.298
C 0.573 -0.432 -0.337
N 1.494 0.617 -0.948
C -0.102 -0.612 0.011
C 0.416 -0.023 -0.156
C 0.073 -0.897 0.927
N -1.269 -0.758 -0.366
C -0.195 0.971 -0.052
C 1.206 0.409 -0.516
H -0.021 0.826 0.377
H 0.314 -0.270 -0.269
H -0.999 -0.122 -0.086
H -0.043 0.702 0.219
H 0.095 -0.207 -0.002
H -0.165 -0.097 -0.010
H -0.637 -0.127 0.362
H -0.406 0.636 0.352
H -0.012 0.025 0.452
H 0.152 0.253 -0.742
H 0.583 -0.005 0.030
H 0.045 -0.222 -0.697
H -0.197 -0.078 0.378
H -0.755 0.259 0.579
H -0.316 -0.445 0.174
H 0.076 -0.242 -0.089
O -0.419 1.317 -2.479
C 0.133 -0.719 0.435
C 1.402 -1.556 1.351
C 0.209 0.061 -1.227
C 0.511 -0.303 0.573
C -0.486 -0.338 1.521
C -0.838 0.540 0.730
C 1.002 -0.380 0.350
O -0.799 1.007 -0.249
N -0.149 -0.097 -1.903
N -0.447 2.171 -1.397
C 0.585 -1.965 2.821
S -0.026 -0.028 -0.547
C 0.073 0.460 1.659
C 1.511 -0.515 0.097
S -0.448 -0.630 0.928
H -0.238 0.366 1.590
H -0.158 -0.009 -0.492
H -0.598 0.354 -0.457
H -0.044 0.401 -0.390
H 0.070 0.033 -0.113
H -0.332 -0.044 -0.164
H 0.317 -0.201 -1.083
H -0.297 0.665 -0.397
H -0.938 -0.018 -0.449

As for the charge: +2. The gap between HOMO and LUMO is 6.34 eV.